Computed, not measured: 2 unconnected molecules or ions with the total composition C8H20, with the ωB97M-V functional and the def2-TZVPD basis.

- relative energy (zero: lowest compared OMol25 entry of this formula, charge and spin) (kcal per mole) = 2.14

The geometry in ORCA input format:
```
! RIJCOSX wB97M-V def2-TZVPD def2/J DEFGRID3
* xyz 0 1
C -1.51 -1.11 -1.90
C -0.84 -2.33 -1.28
C -0.70 -2.21 0.23
C 0.16 -3.29 0.87
H -2.46 -0.91 -1.40
H -1.72 -1.27 -2.95
H -0.91 -0.20 -1.83
H 0.12 -2.53 -1.76
H -1.49 -3.20 -1.47
H -1.68 -2.18 0.70
H -0.25 -1.24 0.46
H -0.28 -4.29 0.80
H 0.26 -3.11 1.94
H 1.14 -3.32 0.39
C -1.07 2.75 1.06
C 0.37 2.92 0.59
C 1.14 1.60 0.58
C 2.48 1.68 -0.11
H -1.58 2.08 0.36
H -1.62 3.69 1.08
H -1.13 2.32 2.06
H 0.90 3.63 1.22
H 0.37 3.32 -0.43
H 1.22 1.25 1.61
H 0.53 0.84 0.08
H 3.11 0.81 0.09
H 3.06 2.54 0.24
H 2.40 1.75 -1.20
*
```

Computed, not measured: a molecular structure, C8H20AlB2O4 at a distorted geometry, with the ωB97M-V functional and the def2-TZVPD basis.

- relative energy (zero: lowest compared OMol25 entry of this formula, charge and spin) (kcal per mole) = 34.97

The geometry in ORCA input format:
```
! RIJCOSX wB97M-V def2-TZVPD def2/J DEFGRID3
* xyz 1 1
Al 1.98 1.35 -1.67
B 4.15 3.30 -2.33
H 3.55 2.89 -3.22
H 4.61 2.40 -1.79
H 4.99 4.00 -2.67
H 3.50 3.85 -1.57
B 0.50 -1.17 -2.28
H 1.56 -1.39 -1.91
H -0.05 -2.13 -2.54
H -0.06 -0.54 -1.52
H 0.57 -0.52 -3.23
O -0.77 1.88 -0.91
C -1.90 1.68 -0.51
O -2.27 2.25 0.64
C -3.39 1.56 1.19
C -3.71 0.45 0.20
C -3.00 0.83 -1.07
H -4.22 2.27 1.16
H -3.32 1.43 2.27
H -4.75 0.29 -0.07
H -3.26 -0.50 0.51
H -3.59 1.41 -1.78
H -2.56 0.04 -1.67
O 1.31 0.16 0.81
C 1.17 -0.84 1.51
O 1.83 -1.01 2.62
C 1.59 -2.35 3.18
C 0.84 -3.10 2.10
C 0.20 -1.98 1.28
H 0.93 -2.14 4.02
H 2.50 -2.85 3.48
H 0.20 -3.86 2.56
H 1.54 -3.64 1.46
H -0.84 -1.75 1.54
H 0.16 -2.24 0.22
*
```

Computed, not measured: a molecular structure, C8H20AsN2S5TeY, with the ωB97M-V functional and the def2-TZVPD basis.

- relative energy (zero: lowest compared OMol25 entry of this formula, charge and spin) (kcal per mole) = 0.00

The geometry in ORCA input format:
```
! RIJCOSX wB97M-V def2-TZVPD def2/J DEFGRID3
* xyz 0 1
Y -0.97 0.48 -1.00
C 0.52 -1.77 0.85
C -0.85 -1.90 1.50
N -1.83 -0.99 0.90
C -2.69 -0.30 1.86
C -1.96 0.81 2.60
S -1.14 2.01 1.50
C 0.62 1.81 1.89
C 1.15 0.38 1.86
N 0.86 -0.35 0.61
H 1.28 -2.26 1.48
H 0.52 -2.26 -0.12
H -1.17 -2.94 1.43
H -0.78 -1.68 2.57
H -2.42 -1.49 0.23
H -3.52 0.13 1.29
H -3.11 -0.98 2.60
H -2.67 1.37 3.21
H -1.20 0.42 3.28
H 1.13 2.43 1.15
H 0.83 2.25 2.87
H 2.23 0.42 2.04
H 0.73 -0.18 2.69
H 1.68 -0.31 0.02
S -3.66 0.31 -1.44
As -2.58 -0.35 -3.25
S -1.31 1.45 -3.52
S -1.05 -1.74 -2.33
S -3.63 -1.11 -4.84
C 2.04 -0.01 -3.61
Te 1.69 1.69 -2.37
C 3.52 1.40 -1.27
H 2.92 0.18 -4.21
H 1.15 -0.11 -4.22
H 2.16 -0.89 -3.00
H 3.61 0.37 -0.92
H 3.53 2.08 -0.42
H 4.37 1.62 -1.91
*
```

Computed, not measured: a molecular structure, C8H20BClLiO6 at a distorted geometry, with the ωB97M-V functional and the def2-TZVPD basis.

- relative energy (zero: lowest compared OMol25 entry of this formula, charge and spin) (kcal per mole) = 145.57

The geometry in ORCA input format:
```
! RIJCOSX wB97M-V def2-TZVPD def2/J DEFGRID3
* xyz -1 1
Li 1.05 -29.18 6.04
B 2.18 -30.26 9.29
H 2.49 -30.72 10.21
H 1.85 -31.00 8.58
H 1.39 -29.52 9.39
H 2.98 -29.74 8.80
Cl -3.38 -32.04 5.13
O -2.77 -30.72 5.18
O -3.48 -32.58 3.83
O -2.66 -32.84 6.05
O -4.61 -31.92 5.74
C 2.35 -24.09 2.56
C 3.14 -23.47 3.66
C 2.80 -24.31 4.92
O 1.76 -25.16 4.46
C 1.23 -24.69 3.27
H 2.80 -24.96 2.07
H 1.96 -23.40 1.81
H 2.95 -22.41 3.81
H 4.21 -23.45 3.43
H 2.61 -23.70 5.80
H 3.70 -24.88 5.15
H 0.36 -24.09 3.54
H 0.74 -25.51 2.75
C 6.22 -31.50 2.59
C 5.03 -32.23 2.04
C 3.84 -31.24 2.24
O 4.19 -30.55 3.52
C 5.56 -30.25 3.29
H 6.83 -31.21 1.74
H 6.84 -32.21 3.13
H 4.86 -33.12 2.65
H 5.21 -32.48 1.00
H 2.94 -31.86 2.30
H 3.70 -30.53 1.43
H 6.01 -30.02 4.25
H 5.62 -29.32 2.73
*
```